No. 1
The following is a quantum chemistry calculation of 4 unconnected molecules or ions with the total composition C36H63BBrCl2N2O9P at a distorted geometry, from the Open Molecules 2025 dataset.

- Orbital gap: 8.1 eV
- Structure (SMILES): CCOCCCCC[C@](Cl)(N(OC(=O)c1ccccc1)B(O)N(C)C)[C@@](C)(O[C@@H](CC(=O)Cl)[C@@H](Br)CC)P(C)C.CC(C)=O.CC(C)=O.CC(C)=O
- LUMO level: 0.02169 Ha
- Charge: 0

CARTESIAN COORDINATES (ANGSTROEM)
1 C -0.491 -4.228 -2.164
2 C 0.966 -4.544 -2.549
3 O 1.872 -4.278 -1.496
4 C 2.540 -3.035 -1.556
5 C 2.216 -2.125 -0.358
6 C 1.941 -0.693 -0.807
7 C 1.706 0.313 0.328
8 C 0.733 -0.221 1.394
9 C -0.209 0.757 2.144
10 Cl -0.603 -0.132 3.692
11 N -1.504 0.999 1.484
12 O -2.248 -0.249 1.502
13 C -3.589 -0.003 1.708
14 O -4.020 0.436 2.726
15 C -4.435 -0.376 0.537
16 C -5.107 0.634 -0.142
17 C -5.869 0.325 -1.262
18 C -5.960 -0.990 -1.700
19 C -5.303 -1.998 -1.005
20 C -4.532 -1.695 0.106
21 B -1.519 1.477 0.051
22 O -2.061 2.722 -0.129
23 N -1.009 0.772 -1.090
24 C -1.674 -0.471 -1.477
25 C -0.830 1.638 -2.260
26 C 0.422 2.108 2.611
27 C 1.820 1.835 3.204
28 O 0.574 2.867 1.397
29 C 1.081 4.193 1.494
30 C 2.104 4.244 0.340
31 C 2.818 5.552 0.179
32 O 3.385 6.149 1.022
33 Cl 2.844 6.157 -1.514
34 C -0.057 5.218 1.371
35 Br 0.361 6.852 2.345
36 C -0.524 5.541 -0.040
37 C -1.987 6.017 -0.084
38 P -0.446 3.113 3.945
39 C -2.264 2.957 3.906
40 C 0.111 2.558 5.593
41 H -1.015 -3.668 -2.937
42 H -1.050 -5.152 -2.010
43 H -0.511 -3.697 -1.214
44 H 1.038 -5.616 -2.750
45 H 1.242 -4.047 -3.478
46 H 3.621 -3.206 -1.560
47 H 2.323 -2.495 -2.481
48 H 1.334 -2.559 0.117
49 H 3.026 -2.151 0.374
50 H 1.099 -0.686 -1.501
51 H 2.828 -0.350 -1.351
52 H 1.337 1.229 -0.119
53 H 2.686 0.515 0.765
54 H 0.083 -0.960 0.922
55 H 1.305 -0.758 2.147
56 H -5.041 1.659 0.198
57 H -6.377 1.115 -1.798
58 H -6.545 -1.221 -2.580
59 H -5.381 -3.017 -1.357
60 H -4.009 -2.483 0.633
61 H -2.563 2.971 0.654
62 H -1.613 -1.212 -0.682
63 H -1.190 -0.884 -2.365
64 H -2.734 -0.326 -1.721
65 H -0.209 1.112 -2.988
66 H -1.783 1.907 -2.728
67 H -0.306 2.547 -1.969
68 H 2.529 1.834 2.376
69 H 1.885 0.867 3.689
70 H 2.130 2.634 3.874
71 H 1.639 4.376 2.410
72 H 2.895 3.538 0.613
73 H 1.672 3.877 -0.586
74 H -0.896 4.798 1.920
75 H 0.096 6.317 -0.489
76 H -0.456 4.623 -0.621
77 H -2.544 5.674 0.790
78 H -2.478 5.588 -0.958
79 H -2.063 7.098 -0.173
80 H -2.636 2.130 4.509
81 H -2.638 2.862 2.891
82 H -2.658 3.882 4.332
83 H 0.369 1.504 5.673
84 H 0.998 3.135 5.851
85 H -0.664 2.819 6.309
86 C 4.954 -3.704 -4.239
87 C 4.007 -3.043 -5.207
88 O 2.813 -3.027 -5.000
89 C 4.606 -2.411 -6.436
90 H 4.384 -4.117 -3.410
91 H 5.491 -4.511 -4.739
92 H 5.669 -2.976 -3.853
93 H 5.126 -3.169 -7.024
94 H 5.314 -1.632 -6.148
95 H 3.814 -1.971 -7.038
96 C -4.592 1.019 8.067
97 C -3.199 1.590 8.158
98 O -2.642 2.053 7.190
99 C -2.535 1.555 9.513
100 H -4.955 1.102 7.045
101 H -4.586 -0.032 8.363
102 H -5.263 1.561 8.735
103 H -2.453 0.524 9.862
104 H -3.129 2.117 10.235
105 H -1.542 1.992 9.445
106 C 3.542 -7.016 -8.010
107 C 4.335 -6.526 -6.825
108 O 5.231 -5.722 -6.951
109 C 3.957 -7.086 -5.475
110 H 3.908 -6.542 -8.917
111 H 3.639 -8.099 -8.103
112 H 2.486 -6.776 -7.876
113 H 4.076 -8.170 -5.479
114 H 2.918 -6.845 -5.246
115 H 4.603 -6.659 -4.712

No. 2
The following is a quantum chemistry calculation of a molecular structure, C36H63F2N2O26S2Y at a distorted geometry, from the Open Molecules 2025 dataset.

- Orbital gap: 1.2 eV
- LUMO level: -0.44427 Ha
- Charge: +2

CARTESIAN COORDINATES (ANGSTROEM)
1 Y 26.258 15.361 11.072
2 N 22.430 16.143 11.329
3 S 21.409 16.886 12.257
4 O 20.599 16.080 13.161
5 O 20.827 18.140 11.810
6 F 22.589 17.378 13.272
7 S 21.151 15.677 10.309
8 O 20.630 16.697 9.378
9 O 20.280 14.530 10.661
10 F 22.137 14.907 9.235
11 O 26.405 18.583 7.712
12 C 26.237 19.563 6.985
13 O 27.165 20.109 6.178
14 C 28.358 19.412 5.999
15 C 29.286 20.055 4.989
16 C 25.006 20.409 7.071
17 H 28.238 18.369 5.707
18 H 28.908 19.434 6.941
19 H 30.153 19.471 4.680
20 H 29.623 21.008 5.396
21 H 28.643 20.127 4.112
22 H 25.095 20.864 8.057
23 H 24.136 19.762 6.957
24 H 24.939 21.184 6.307
25 O 23.957 10.783 11.895
26 C 23.370 9.890 12.538
27 O 23.181 8.581 12.128
28 C 23.630 8.091 10.891
29 C 23.194 6.641 10.739
30 C 23.005 10.096 13.980
31 H 24.711 8.195 10.797
32 H 23.271 8.752 10.101
33 H 22.124 6.542 10.922
34 H 23.749 5.874 11.280
35 H 23.388 6.429 9.688
36 H 23.622 10.939 14.291
37 H 23.130 9.216 14.610
38 H 21.982 10.403 14.197
39 O 16.860 7.231 13.392
40 C 17.412 7.945 14.223
41 O 18.086 7.541 15.368
42 C 18.527 6.184 15.614
43 C 19.954 5.982 15.047
44 C 17.321 9.435 14.272
45 H 17.800 5.452 15.260
46 H 18.571 6.109 16.700
47 H 20.167 4.915 14.994
48 H 20.712 6.545 15.591
49 H 19.885 6.266 13.997
50 H 16.414 9.820 13.806
51 H 18.236 9.853 13.852
52 H 17.380 9.768 15.309
53 O 14.324 19.416 13.389
54 C 14.939 18.497 12.842
55 O 15.635 18.440 11.717
56 C 15.941 19.680 11.001
57 C 14.733 20.049 10.125
58 C 14.872 17.153 13.502
59 H 16.788 19.463 10.350
60 H 16.198 20.540 11.620
61 H 14.399 19.262 9.448
62 H 14.990 20.969 9.601
63 H 13.938 20.326 10.817
64 H 15.799 17.048 14.065
65 H 14.870 16.327 12.790
66 H 14.071 17.158 14.241
67 O 17.201 11.852 20.455
68 C 18.116 12.358 19.804
69 O 19.247 11.817 19.414
70 C 19.724 10.627 19.924
71 C 20.257 10.688 21.303
72 C 17.893 13.769 19.241
73 H 20.495 10.299 19.226
74 H 19.015 9.810 19.791
75 H 20.782 9.760 21.529
76 H 19.475 10.788 22.057
77 H 20.907 11.545 21.480
78 H 17.711 14.482 20.045
79 H 16.907 13.760 18.776
80 H 18.567 14.093 18.448
81 C 28.917 19.311 17.438
82 C 28.990 20.724 16.678
83 C 27.797 21.060 15.762
84 C 27.565 20.161 14.676
85 N 27.470 19.431 13.781
86 H 29.805 19.071 18.023
87 H 28.866 18.495 16.717
88 H 28.102 19.310 18.161
89 H 29.913 20.735 16.099
90 H 29.131 21.526 17.402
91 H 27.948 22.055 15.343
92 H 26.858 21.187 16.302
93 C 23.829 9.415 4.367
94 C 23.481 9.669 2.942
95 O 22.874 8.530 2.502
96 C 22.576 7.727 3.569
97 O 22.059 6.598 3.548
98 O 22.936 8.353 4.680
99 H 23.714 10.273 5.029
100 H 24.857 9.070 4.478
101 H 24.375 9.841 2.342
102 H 22.875 10.571 2.850
103 C 22.218 17.168 19.516
104 C 23.220 16.012 19.516
105 O 23.007 15.382 20.832
106 C 21.921 15.942 21.421
107 O 21.492 15.642 22.470
108 O 21.320 16.784 20.567
109 H 21.690 17.225 18.564
110 H 22.659 18.139 19.743
111 H 24.218 16.419 19.353
112 H 23.030 15.331 18.686
113 C 19.916 15.339 1.970
114 C 20.212 14.599 3.269
115 O 21.527 15.080 3.482
116 C 21.800 16.194 2.743
117 O 22.733 16.924 2.885
118 O 20.863 16.388 1.849
119 H 18.927 15.799 1.964
120 H 19.863 14.640 1.136
121 H 20.057 13.563 2.965
122 H 19.582 14.656 4.156
123 C 21.650 24.892 17.888
124 C 21.750 23.508 18.453
125 O 22.139 22.711 17.323
126 C 22.119 23.408 16.233
127 O 22.500 22.903 15.176
128 O 21.892 24.721 16.515
129 H 22.405 25.547 18.322
130 H 20.667 25.316 18.097
131 H 20.737 23.177 18.682
132 H 22.455 23.421 19.280

No. 3
The following is a quantum chemistry calculation of a molecular structure, C36H63N9PSi2Ti, from the Open Molecules 2025 dataset.

- Energy above the lowest of the compared OMol25 structures with the same formula, charge and spin: 24.7 kcal per mole
- Orbital gap: 6.7 eV
- LUMO level: -0.30842 Ha
- Charge: +3

CARTESIAN COORDINATES (ANGSTROEM)
1 Ti -0.560 0.625 -0.681
2 C 3.694 1.579 -1.280
3 Si 2.420 1.999 0.012
4 C 2.423 0.655 1.330
5 C 2.770 3.702 0.715
6 N 0.731 1.990 -0.644
7 C 0.233 3.035 -1.461
8 C 1.034 3.994 -2.085
9 C 0.453 4.985 -2.854
10 C -0.927 5.013 -3.032
11 C -1.729 4.043 -2.458
12 C -1.163 3.044 -1.662
13 N -1.881 1.987 -1.048
14 Si -3.654 1.877 -1.242
15 C -4.156 0.288 -0.369
16 C -4.102 1.773 -3.061
17 C -4.481 3.351 -0.427
18 H 4.664 1.913 -0.899
19 H 3.542 2.077 -2.239
20 H 3.773 0.506 -1.455
21 H 3.138 -0.128 1.070
22 H 1.459 0.160 1.477
23 H 2.737 1.054 2.298
24 H 3.021 3.647 1.778
25 H 1.954 4.415 0.592
26 H 3.638 4.134 0.216
27 H 2.109 3.974 -1.962
28 H 1.075 5.738 -3.318
29 H -1.378 5.792 -3.632
30 H -2.797 4.074 -2.630
31 H -5.152 -0.005 -0.710
32 H -4.238 0.423 0.712
33 H -3.508 -0.576 -0.543
34 H -3.254 1.628 -3.733
35 H -4.592 2.691 -3.391
36 H -4.817 0.965 -3.240
37 H -5.031 3.077 0.476
38 H -5.217 3.794 -1.102
39 H -3.766 4.141 -0.183
40 C 0.001 -4.700 4.005
41 C -0.154 -5.032 2.511
42 C 1.051 -5.851 2.053
43 C -1.436 -5.853 2.292
44 C -0.285 -3.730 1.743
45 C -1.325 -2.833 2.030
46 C -1.414 -1.651 1.345
47 N -0.556 -1.285 0.371
48 C 0.423 -2.158 0.045
49 C 0.581 -3.358 0.722
50 C 1.264 -1.778 -1.113
51 C 2.207 -2.607 -1.680
52 C 2.851 -2.249 -2.871
53 C 2.490 -1.025 -3.426
54 C 1.581 -0.217 -2.772
55 N 0.976 -0.574 -1.639
56 C 3.877 -3.180 -3.495
57 C 3.191 -4.518 -3.815
58 C 5.011 -3.406 -2.481
59 C 4.464 -2.600 -4.780
60 H 0.097 -5.627 4.570
61 H -0.864 -4.166 4.400
62 H 0.896 -4.102 4.189
63 H 1.104 -6.766 2.642
64 H 1.992 -5.317 2.202
65 H 0.971 -6.149 1.006
66 H -1.359 -6.790 2.842
67 H -1.579 -6.094 1.238
68 H -2.326 -5.335 2.653
69 H -2.064 -3.061 2.785
70 H -2.216 -0.953 1.555
71 H 1.385 -4.020 0.442
72 H 2.437 -3.559 -1.224
73 H 2.928 -0.676 -4.349
74 H 1.336 0.766 -3.163
75 H 2.795 -5.003 -2.921
76 H 3.919 -5.197 -4.260
77 H 2.375 -4.386 -4.527
78 H 4.657 -3.884 -1.566
79 H 5.501 -2.467 -2.217
80 H 5.761 -4.062 -2.922
81 H 3.702 -2.447 -5.547
82 H 5.194 -3.299 -5.186
83 H 4.984 -1.656 -4.604
84 N -1.396 -1.795 -2.688
85 N -1.585 -0.387 -2.456
86 H -1.901 -2.076 -3.523
87 H -1.803 -2.294 -1.904
88 H -2.570 -0.138 -2.521
89 H -1.143 0.096 -3.239
90 C -2.255 4.162 3.433
91 N -2.878 2.775 3.698
92 C -2.132 2.139 4.888
93 N -0.742 2.075 4.621
94 C -0.206 3.413 4.363
95 N -0.861 4.040 3.215
96 C -0.523 3.383 1.954
97 P -1.056 1.619 1.918
98 C -2.807 1.903 2.478
99 C -0.390 1.111 3.577
100 H -2.465 4.758 4.321
101 H -2.769 4.582 2.569
102 H -3.859 2.903 3.957
103 H -2.566 1.152 5.046
104 H -2.337 2.778 5.746
105 H 0.864 3.344 4.176
106 H -0.365 4.032 5.246
107 H 0.557 3.420 1.821
108 H -0.967 3.917 1.110
109 H -3.298 0.959 2.722
110 H -3.370 2.394 1.686
111 H 0.696 1.034 3.520
112 H -0.764 0.121 3.849

No. 4
The following is a quantum chemistry calculation of a molecular structure, C36H64BN5O9P2RuS, from the Open Molecules 2025 dataset.

- Multiplicity: 6
- Energy above the lowest of the compared OMol25 structures with the same formula, charge and spin: 0.0 kcal per mole
- Orbital gap (spin up / spin down): 7.2 / 6.8 eV
- LUMO level (spin up / spin down): -0.09572 / -0.13111 Ha
- Charge: +1

CARTESIAN COORDINATES (ANGSTROEM)
1 Ru -0.047 0.090 -0.645
2 C -1.815 1.932 -3.756
3 C -2.042 2.848 -2.540
4 C -3.380 2.473 -1.892
5 C -2.082 4.304 -3.018
6 P -0.642 2.477 -1.334
7 C 0.807 3.061 -2.353
8 N 1.756 1.983 -2.401
9 B 1.693 0.805 -1.598
10 N 2.778 -0.014 -2.038
11 C 3.005 -1.352 -1.562
12 P 1.350 -1.994 -1.006
13 C 1.844 -3.228 0.312
14 C 2.986 -4.168 -0.091
15 C 0.615 -4.034 0.754
16 C 2.326 -2.383 1.497
17 C 0.756 -2.852 -2.582
18 C -0.675 -3.388 -2.403
19 C 1.654 -4.010 -3.024
20 C 0.740 -1.787 -3.693
21 C 3.409 0.604 -3.117
22 C 4.439 0.173 -3.936
23 C 4.798 0.980 -5.010
24 C 4.157 2.193 -5.246
25 C 3.143 2.643 -4.408
26 C 2.772 1.835 -3.347
27 C -0.597 3.661 0.113
28 C 0.781 3.495 0.758
29 C -0.745 5.140 -0.250
30 C -1.658 3.258 1.141
31 H -2.668 2.040 -4.429
32 H -1.749 0.884 -3.476
33 H -0.917 2.193 -4.318
34 H -4.169 2.514 -2.647
35 H -3.652 3.163 -1.093
36 H -3.357 1.457 -1.497
37 H -2.630 4.341 -3.962
38 H -1.096 4.729 -3.202
39 H -2.602 4.949 -2.312
40 H 1.245 3.965 -1.925
41 H 0.468 3.310 -3.358
42 H 3.710 -1.362 -0.730
43 H 3.415 -1.981 -2.353
44 H 2.669 -4.940 -0.783
45 H 3.347 -4.668 0.811
46 H 3.833 -3.637 -0.528
47 H 0.347 -4.791 0.018
48 H -0.256 -3.394 0.925
49 H 0.841 -4.553 1.688
50 H 3.255 -1.855 1.268
51 H 2.519 -3.034 2.352
52 H 1.563 -1.672 1.788
53 H -0.824 -3.919 -1.466
54 H -0.887 -4.085 -3.218
55 H -1.410 -2.594 -2.457
56 H 1.477 -4.905 -2.431
57 H 2.719 -3.780 -2.995
58 H 1.402 -4.250 -4.059
59 H 0.214 -0.881 -3.389
60 H 0.209 -2.202 -4.553
61 H 1.744 -1.511 -4.022
62 H 4.953 -0.762 -3.750
63 H 5.587 0.658 -5.676
64 H 4.454 2.796 -6.093
65 H 2.657 3.594 -4.588
66 H 1.556 3.945 0.133
67 H 2.027 1.948 0.865
68 H 0.761 4.033 1.713
69 H -0.192 5.421 -1.147
70 H -0.363 5.747 0.576
71 H -1.790 5.408 -0.392
72 H -1.458 2.257 1.518
73 H -2.665 3.290 0.727
74 H -1.620 3.952 1.986
75 C 3.930 3.226 3.038
76 C 3.281 1.862 3.171
77 C 3.839 1.069 4.343
78 O 3.493 1.179 1.936
79 C 1.759 2.007 3.429
80 O 1.197 2.887 3.966
81 O 1.086 2.122 1.020
82 H 5.012 3.109 2.981
83 H 3.678 3.847 3.897
84 H 3.592 3.727 2.129
85 H 4.867 0.785 4.117
86 H 3.250 0.170 4.539
87 H 3.837 1.678 5.247
88 H 3.355 0.234 2.075
89 C -6.148 -3.922 1.220
90 C -5.714 -3.182 2.483
91 S -3.993 -3.510 2.777
92 O -3.225 -2.929 1.697
93 O -3.839 -4.909 3.069
94 C -3.614 -2.621 4.269
95 C -3.454 -1.110 4.128
96 N -2.262 -0.728 3.371
97 C -2.246 -0.204 2.126
98 N -0.998 0.013 1.712
99 C -0.189 -0.349 2.738
100 C -0.939 -0.804 3.767
101 N -0.453 -1.256 5.034
102 O 0.750 -1.246 5.186
103 O -1.265 -1.613 5.873
104 C -3.481 0.141 1.371
105 H -7.194 -3.713 1.007
106 H -6.021 -4.995 1.349
107 H -5.548 -3.608 0.367
108 H -6.245 -3.536 3.367
109 H -5.827 -2.100 2.380
110 H -2.706 -3.091 4.646
111 H -4.425 -2.838 4.966
112 H -3.382 -0.690 5.127
113 H -4.309 -0.663 3.626
114 H 0.874 -0.202 2.731
115 H -4.137 0.772 1.972
116 H -4.007 -0.767 1.077
117 H -3.202 0.681 0.474
118 O -1.871 -0.940 -0.706
119 O -1.903 -0.542 -1.938